# 1
DFT (wB97M-V/def2-TZVPD) results for C42H63BF2N4O2RuSe2Si as an isolated structure in a non-equilibrium geometry.

```
118
C42H63BF2N4O2RuSe2Si (wB97M-V/def2-TZVPD)
Ru 0.2230 0.1438 -1.5511
Se 2.1619 1.3882 -2.5904
Se -1.1985 1.7885 0.1121
Si -1.0322 -2.6416 -3.5791
F -3.4521 -0.0056 -1.5968
F -3.4188 -2.3086 -1.6001
O 1.1223 -0.2193 0.3451
O -1.6342 -1.1549 -0.6109
N -1.4036 1.1186 -3.2175
N 4.3202 -0.6238 -4.4747
N -1.8320 -1.1559 -3.0324
N 2.8790 0.2110 -5.7776
C -1.4115 2.3101 -3.8165
C -1.1221 -3.8048 0.3540
C -1.8354 2.4394 -5.1250
C -3.2808 -0.2380 3.1073
C -2.7341 0.7588 2.2752
C 3.6225 -0.9984 0.5165
C -1.8417 0.0249 -3.8346
C -3.1378 1.0105 5.3084
C 4.8626 -1.1254 -3.2171
C 4.1103 0.7144 -6.1753
C 4.9281 1.0017 1.0268
C 0.4780 4.7812 4.2396
C -2.3428 0.0722 -5.1436
C -3.4639 -4.1562 1.0870
C 5.0291 0.1922 -5.3532
C -3.0746 -1.5635 2.7372
C 1.9332 3.1816 5.4751
C 2.9060 4.8710 3.8447
C -5.2135 1.1119 3.8972
C -1.5620 -4.0505 2.7296
C 0.4723 2.8086 2.2349
C 0.5568 -2.9829 -2.6434
C 4.1839 -0.5816 2.8682
C 2.9846 -0.6013 -4.7161
C -0.5158 -2.4468 -5.3340
C -2.3131 1.3139 -5.7915
C 1.7365 3.9397 4.1534
C -4.0468 0.2355 4.3615
C -1.9974 -0.9344 0.6690
C -2.0718 0.3945 1.1030
C 3.7890 0.1194 1.5630
C 0.3641 1.8088 1.2958
C -2.1436 -3.4584 1.4359
C 2.6430 2.0095 2.7485
C -2.3983 -1.9441 1.5894
C 1.6078 0.7414 -6.2301
C 1.5997 2.8931 3.0392
C 1.3508 0.7940 1.1019
C 2.5525 0.9733 1.8305
C -4.6257 -0.9386 5.1365
C -2.1231 -4.1574 -3.3702
C -0.9572 3.5125 -3.0253
B -2.6466 -1.1343 -1.7263
H -0.8431 -4.8725 0.4206
H 1.2722 0.2231 -7.1352
H -3.7015 1.3705 6.1787
H 5.5551 -1.9527 -3.3862
H -0.3926 4.1753 4.4123
H 3.8417 4.3217 3.7421
H 0.5427 5.4547 5.0891
H 0.8922 0.6377 -5.4175
H -5.1947 -0.5795 5.9914
H 5.0689 -1.2053 2.7358
H 1.7256 1.7898 -6.4401
H -2.7128 1.4285 -6.7868
H -4.2529 -3.9691 1.8290
H -1.4622 -5.0169 -3.5111
H -5.2692 -1.5441 4.5042
H 3.0300 5.6163 4.6378
H -0.3559 3.5034 2.2981
H -3.4367 -2.3793 3.3316
H -2.3353 0.3803 5.6598
H 4.5903 -1.5372 0.4048
H -0.8260 4.3972 -3.6702
H 0.3557 5.4169 3.3582
H 0.2473 -3.2109 -5.5077
H 1.2947 -2.1802 -2.6909
H -2.7040 1.8926 4.8133
H -3.8521 -1.6139 5.5506
H -1.3561 -5.0976 2.6019
H 2.0618 3.8674 6.3033
H -2.8128 1.8097 2.5323
H 2.7107 5.4236 2.9154
H 1.0386 -3.8609 -3.1098
H 2.8679 -1.7312 0.7888
H 5.3924 -0.3062 -2.7310
H -1.5736 -3.6027 -0.6148
H 6.0922 0.3048 -5.3476
H -2.9156 -4.2030 -4.1386
H -3.3545 -5.2256 1.0102
H 0.4175 -3.2006 -1.6091
H 3.3851 -1.2505 3.2273
H -2.6004 -4.1718 -2.3967
H 3.6179 2.1184 3.2276
H 1.0825 2.5190 5.6809
H -1.3136 -2.5881 -6.0758
H -2.7571 -0.8060 -5.5853
H 4.3717 0.1012 3.7016
H -0.0554 -1.4824 -5.5468
H -4.8272 2.0109 3.4012
H -5.8502 0.5644 3.2114
H -3.7884 -3.7948 0.1163
H -0.2314 -3.1836 0.4503
H 5.8400 0.4081 0.9125
H -0.6313 -3.5414 2.9902
H -2.2358 -3.9597 3.5823
H 5.1252 1.8122 1.7372
H 2.7966 2.5239 5.3858
H 3.3657 -0.5814 -0.4747
H 4.1860 1.3891 -7.0087
H -0.0414 3.2459 -2.5231
H -1.7023 3.7734 -2.2775
H -1.8004 3.3879 -5.6194
H -5.8358 1.3834 4.7599
H 4.6583 1.4076 0.0655
H 4.0097 -1.4473 -2.6083
```

⟨S²⟩: 8.77
Total charge: -1
E in Ha: -7419.80838
Multiplicity: 6
Orbital gap (spin up / spin down) in eV: 6.465 / 6.741



# 2
DFT (wB97M-V/def2-TZVPD) results for one molecule with the formula C17H21N5O2S.

```
46
C17H21N5O2S (wB97M-V/def2-TZVPD)
S -5.2398 2.1883 -1.0656
O 1.8973 1.4362 0.9537
O -2.7632 0.4021 -0.2231
N 2.2556 -0.1350 -0.6231
N -5.7611 1.1687 -3.3253
N -3.3904 -0.6391 -2.1252
N 2.4839 0.8152 3.4836
N -6.1049 2.4819 -3.4352
C 4.9589 -2.1430 1.8769
C -0.0731 0.4412 -1.1392
C 3.8731 -0.8479 5.2782
C 3.3167 -0.3927 1.5405
C -5.5919 -1.5964 -2.5549
C 3.2411 -0.1891 2.9307
C -2.4573 -0.0726 -1.3045
C 4.2058 -1.3518 1.0410
C 1.3533 0.4564 -1.6129
C 1.7919 1.8604 -2.0261
C -5.3020 0.8601 -2.1537
C -4.8077 -0.5264 -1.8130
C 4.8201 -1.9846 3.2548
C -1.0646 -0.1166 -1.8190
C 3.9815 -1.0305 3.7918
C -5.8971 3.1303 -2.3342
C 2.4414 0.3856 0.6231
H 2.4774 -1.1056 -0.7548
H 1.1735 2.2054 -2.8550
H -5.2184 -2.5831 -2.2842
H -0.2905 0.9301 -0.1959
H 2.1766 0.6906 4.4313
H -0.8871 -0.6152 -2.7681
H -6.1152 4.1825 -2.2339
H 5.6480 -2.8724 1.4744
H -3.1430 -0.7988 -3.0893
H 5.3957 -2.6088 3.9286
H 1.4264 -0.1922 -2.4893
H 4.1493 0.1685 5.5701
H -5.5056 -1.4572 -3.6322
H 2.8538 -1.0255 5.6359
H 4.3297 -1.4573 -0.0294
H 1.8534 1.2882 2.8521
H -4.8942 -0.6703 -0.7369
H 2.8332 1.8428 -2.3491
H -6.6484 -1.5353 -2.2988
H 4.5251 -1.5437 5.8026
H 1.6927 2.5565 -1.1972
```

E in Ha: -1482.88317
Orbital gap in eV: 8.645
SMILES: Cc1cccc(C(=O)N[C@H](C)/C=C/C(=O)N[C@H](C)c2nncs2)c1N



# 3
DFT (wB97M-V/def2-TZVPD) results for C30H49BO2P2Re as an isolated structure in a non-equilibrium geometry.

```
85
C30H49BO2P2Re (wB97M-V/def2-TZVPD)
Re -0.0407 -0.3236 -0.0827
P 1.4204 1.4674 -0.4069
P -1.3652 -0.1110 1.8889
O 1.2572 -0.0833 3.2954
O 2.9142 -0.9283 1.9997
C -0.7343 -1.6926 -1.7877
C -2.4847 2.2454 -1.3667
C 2.8575 -2.1601 -0.5179
C 0.5558 -3.5007 1.2965
C 1.5505 -1.4040 -3.2526
C -1.1611 1.3318 3.1007
C -3.2668 -0.1696 1.9914
C -4.0547 1.1632 -3.0087
C 2.4326 -0.3083 5.4328
C -1.7462 1.3956 -4.1156
C 1.3478 -1.9624 -0.7381
C -1.0262 -2.3372 -0.5118
C 2.3060 -0.4141 4.0486
C -1.1818 2.5191 -3.7012
C -3.2676 1.2933 -4.3226
C 3.6320 -0.7535 6.0184
C -3.1138 1.1447 -1.8227
C 0.7172 -1.4450 -1.9437
C 1.1707 3.2994 0.0595
C 4.6633 -1.2801 5.2101
C -1.9795 3.7677 -3.3214
C 0.2777 -2.5672 0.1040
C -1.2021 -1.4809 3.1968
C 3.2913 -0.9179 3.2776
C -2.6836 3.6287 -1.9642
C 2.6562 1.4924 -1.8738
C -2.3359 -3.0570 -0.1399
C -1.6659 -2.0670 -2.9641
C 3.0460 1.5799 0.6286
C 4.4971 -1.3645 3.8149
B 1.5445 -0.4715 1.9338
H -1.7247 1.1602 4.0175
H -3.6134 2.1855 -4.8430
H 1.0846 -4.3885 0.9511
H -2.4470 -3.1770 0.9344
H 3.0223 2.5048 -2.0475
H 3.5847 0.6319 0.6242
H -1.3538 4.6568 -3.3777
H -3.7490 3.8348 -2.0691
H 2.5697 -1.0706 -3.0667
H 0.7627 3.8675 -0.7628
H 1.1838 -3.0358 2.0531
H -3.0195 0.1615 -1.4423
H -1.7301 -1.2050 4.1091
H 3.5176 0.8479 -1.7003
H -1.3739 -1.6434 -3.9219
H -2.3256 4.3784 -1.2587
H 3.4280 -1.3006 -0.8623
H 2.8359 1.8534 1.6634
H 1.1682 -0.8082 -4.0734
H -2.7276 3.9653 -4.0873
H 5.2733 -1.7720 3.1817
H 1.6276 0.0897 6.0369
H 1.6374 -2.4190 -3.6406
H -3.5278 0.5194 -5.0404
H 2.0935 3.8209 0.3107
H -1.6475 -2.4063 2.8448
H 3.7387 2.3352 0.2545
H -4.7564 1.9916 -2.9082
H 2.2309 1.1260 -2.8020
H -3.6007 -0.2407 3.0263
H -3.7093 0.7362 1.5778
H -0.1508 2.7118 -3.8658
H -3.6594 -1.0310 1.4529
H -0.3559 -3.8487 1.7754
H 5.5823 -1.6266 5.6649
H -2.7141 -1.8675 -2.7618
H -1.1443 0.6787 -4.6061
H -0.1117 1.4611 3.3641
H -3.2077 -2.5113 -0.4987
H -1.6035 -3.1442 -3.1188
H 3.7617 -0.6965 7.0911
H -2.3623 -4.0514 -0.5852
H -1.7594 2.2988 -0.5884
H 0.5089 3.3841 0.9206
H 3.0923 -2.3044 0.5363
H 3.2131 -3.0369 -1.0581
H -1.5214 2.2598 2.6581
H -4.6783 0.2694 -2.9956
H -0.1697 -1.6738 3.4782
```

⟨S²⟩: 3.78
Total charge: +2
E in Ha: -2108.17270
Multiplicity: 4
Orbital gap (spin up / spin down) in eV: 7.262 / 2.911